one) 17
Properties=species:S:1:pos:R:3:mulliken_charge:R:1 method="wB97M-V/def2-TZVPD" homo_lumo_gap_ev=8.73 e_homo_ha=-0.185 total_charge=-1 lumo_ev=3.692
C 0.6592 1.3973 0.7672 -0.55
O 0.7425 0.0002 0.9344 -0.60
H -0.3807 1.7362 0.7634 0.17
H 1.1314 1.6925 -0.1796 0.22
H 1.1756 1.9008 1.5870 0.27
H 2.0940 -0.2708 2.2584 0.41
H 3.4071 -0.5725 2.9396 0.30
O 2.5984 -0.0668 3.0713 -0.65
H 0.1204 -0.4302 0.2578 0.41
H -0.7983 -2.0559 -1.2036 0.11
O -0.7798 -1.1985 -0.7793 -1.12
H -1.9569 -0.0511 -0.6625 0.43
H -2.6617 0.7421 0.5154 0.27
O -2.7050 0.5628 -0.4168 -0.71
H -0.9233 0.2474 -3.6601 0.28
H -0.5082 -0.6045 -2.4418 0.47
O -0.4570 -0.5626 -3.4330 -0.72

=====

two) 17
Properties=species:S:1:pos:R:3:mulliken_charge:R:1 method="wB97M-V/def2-TZVPD" homo_lumo_gap_ev=8.46 e_homo_ha=-0.169 total_charge=-1 lumo_ev=3.846
C 1.6025 -0.6431 -1.1604 -0.67
O 0.9597 0.2314 -0.3360 -0.86
H 2.6568 -0.3878 -1.3967 0.20
H 1.1399 -0.7521 -2.1642 0.23
H 1.6614 -1.6842 -0.7827 0.23
H -0.5723 0.1366 -0.1835 0.44
H -1.6923 0.0373 0.9128 0.24
O -1.5854 0.1397 -0.0357 -0.79
H 2.0452 1.8720 0.5840 0.34
H 1.7734 1.3960 1.9030 0.32
O 2.0421 2.2345 1.4904 -0.70
H -4.2760 0.4643 -1.7212 0.29
H -3.0307 -0.1519 -1.0626 0.43
O -3.8791 -0.3775 -1.4951 -0.66
H 0.7699 -0.4299 1.2469 0.42
H -0.2174 -1.2875 2.0505 0.25
O 0.6024 -0.7977 2.1506 -0.73

=====

Compare the structures above. Which one is the most stable? two) is.